A molecular structure, C29H46P2RuTe, computed with ωB97M-V with the def2-TZVPD basis set.

Cartesian coordinates (Å):
Ru 1.541 1.881 -2.013
C 0.072 -1.258 3.542
C -0.242 0.136 3.560
C -2.186 -1.034 3.187
C -1.124 -1.969 3.254
C -1.646 0.264 3.364
C 1.397 -1.879 3.751
H 2.132 -1.127 4.056
H 1.766 -2.382 2.846
H 1.335 -2.646 4.535
C -1.224 -3.412 2.963
H -0.344 -3.942 3.342
H -1.285 -3.586 1.877
H -2.119 -3.855 3.421
C -3.596 -1.331 2.865
H -3.889 -2.318 3.241
H -3.759 -1.315 1.774
H -4.257 -0.582 3.316
C -2.421 1.517 3.263
H -3.313 1.452 3.904
H -2.767 1.705 2.232
H -1.822 2.373 3.589
C 0.699 1.259 3.729
H 0.613 1.747 4.712
H 0.515 2.031 2.968
H 1.732 0.919 3.612
C 2.900 1.940 -3.406
C 3.505 1.712 -2.107
C 4.232 2.794 -1.356
C 3.299 3.952 -0.947
C 1.834 3.579 -1.075
C 1.129 3.797 -2.328
C 1.838 4.252 -3.583
C 2.906 3.267 -4.104
H 5.097 3.171 -1.916
H 3.536 4.868 -1.516
H 4.642 2.324 -0.453
H 3.907 3.713 -4.099
H 2.982 1.083 -4.083
H 3.917 0.700 -1.949
H 2.643 3.025 -5.140
H 1.063 4.348 -4.358
H 0.102 4.165 -2.231
H 2.258 5.254 -3.448
H 3.478 4.180 0.115
H 1.258 3.676 -0.148
P 3.035 -1.206 -0.867
C 2.710 -2.968 -1.217
C 2.501 -0.878 0.848
P -1.130 1.417 -0.507
C 1.623 -0.286 -1.722
C -1.397 3.123 0.164
C -2.121 1.678 -2.021
H 1.658 -3.232 -1.036
H 3.388 -3.570 -0.591
H 2.965 -3.140 -2.275
H 2.693 0.177 1.100
H 3.103 -1.515 1.513
H 1.423 -1.067 0.938
H -1.415 2.008 -2.802
H -2.875 2.465 -1.851
H -2.614 0.734 -2.306
H 0.634 -0.678 -1.407
H 1.750 -0.419 -2.811
H -2.316 3.170 0.763
H -1.444 3.843 -0.667
H -0.546 3.381 0.812
Te -2.132 -1.361 -0.494
C -3.073 -3.167 -1.014
C -3.048 -3.562 -2.378
C -3.695 -4.747 -2.774
C -4.338 -5.551 -1.822
C -4.352 -5.178 -0.476
C -3.718 -3.996 -0.058
H -2.526 -2.930 -3.089
H -3.693 -5.034 -3.820
H -4.825 -6.470 -2.134
H -4.854 -5.803 0.257
H -3.710 -3.689 0.980

Expectation value of S²: 8.774
HOMO level (spin up / spin down), eV: -9.55 / -9.49
Spin multiplicity: 6
Net charge: +1

Calculated atomic charges, method Mulliken, unit e: Ru 0.3382; C 0.3628; C 0.9041; C 0.7026; C 0.4076; C 0.6356; C -1.6512; H 0.4011; H 0.3634; H 0.4759; C -1.2906; H 0.4016; H 0.1549; H 0.3676; C -0.9868; H 0.4090; H -0.0206; H 0.4156; C -1.3724; H 0.4704; H 0.1389; H 0.4459; C -1.5615; H 0.3955; H 0.1667; H 0.3610; C -0.2586; C -0.0193; C -1.3038; C -0.8875; C 0.2343; C -0.2582; C -1.1915; C -1.0636; H 0.3476; H 0.2273; H 0.3907; H 0.2854; H 0.5849; H 0.7911; H 0.4138; H 0.3591; H 0.3611; H 0.3893; H 0.4177; H 0.2068; P -0.0807; C -1.0203; C -0.8305; P 0.2026; C -0.6638; C -1.4333; C -1.1538; H 0.1977; H 0.3776; H 0.3461; H 0.0522; H 0.5442; H 0.1238; H 0.2268; H 0.3360; H 0.4390; H 0.0565; H 0.4482; H 0.5540; H 0.4242; H 0.2439; Te 0.2795; C 0.2146; C -0.4890; C -0.5749; C -0.4261; C -0.6510; C -0.0049; H 0.3901; H 0.3792; H 0.3817; H 0.3809; H 0.2677